18
Properties=species:S:1:pos:R:3:forces:R:3:mulliken_charge:R:1 method="wB97M-V/def2-TZVPD" homo_energy_ev="-8.9 / -7.9" homo_lumo_gap_ev="8.308 / 7.796"
C -1.87543 -1.40578 -0.37972 -1.6 -1.4 0.8 -1.092
C 0.44473 2.31753 0.26665 -1.2 -1.3 1.0 -1.151
C -0.38445 -1.29364 -0.48720 0.7 0.2 1.4 -0.395
C -0.01761 1.07995 -0.49241 -1.0 -1.0 -0.9 -0.335
N 0.16932 -0.14569 0.19377 0.9 -0.4 0.3 -0.233
F 2.09344 -1.92549 1.64973 0.3 -0.5 -1.0 -0.228
P 2.94355 -0.92920 0.68775 -1.2 -0.5 0.9 0.368
Cl 2.97877 0.43419 2.15143 0.5 1.1 0.1 -0.153
H -2.25398 -1.56682 0.68328 0.6 -0.3 -1.4 0.270
H -2.55638 -0.66604 -0.78601 0.6 0.8 -0.2 0.394
H -1.99906 -2.24799 -1.09916 -0.8 -0.1 1.1 0.318
H 0.21256 2.19239 1.34223 0.3 -0.3 -0.5 0.284
H 1.48218 2.58014 0.18097 0.4 0.0 -0.3 0.281
H -0.21491 3.09019 -0.00700 -0.4 1.5 -0.6 0.426
H 0.03357 -2.22005 0.01578 -0.3 1.0 -0.9 0.286
H -0.24175 -1.29008 -1.55403 0.9 0.0 -0.7 0.337
H -1.09364 0.98174 -0.81948 0.1 1.1 1.1 0.254
H 0.27910 1.01466 -1.54658 1.2 0.1 -0.1 0.370


17
Properties=species:S:1:pos:R:3:forces:R:3:mulliken_charge:R:1 method="wB97M-V/def2-TZVPD" homo_energy_ev=-12.9 relative_energy_ev=0.826 homo_lumo_gap_ev=9.171 charge=+1
C 0.46710 -0.04269 -2.10904 2.0 0.0 -4.6 0.287
C -1.11512 -0.90427 2.60010 -1.5 0.4 1.5 -0.779
C 0.13403 1.24258 2.07400 -0.7 1.5 0.4 -0.973
C -0.92989 0.19682 1.91555 1.5 -0.4 -1.6 0.557
N 1.08660 0.40441 -3.24356 -0.1 -0.7 1.3 -0.381
N 0.46355 -1.30187 -1.84954 0.0 -2.5 0.8 -0.286
Cl -1.81627 0.24022 0.39804 -0.2 0.3 -0.7 -0.258
H -1.97500 -1.51446 2.40590 0.0 -0.5 -0.5 0.326
H -0.81782 -0.96385 3.62411 1.0 -0.2 0.4 0.301
H -0.10049 0.57820 -1.50833 -1.0 1.4 1.1 0.298
H 1.16396 1.05193 1.67674 -1.1 -0.3 0.2 0.238
H 0.17216 1.33264 3.17047 0.6 0.4 -0.3 0.333
H -0.23809 2.23923 1.65136 0.6 -1.3 0.6 0.316
H 0.98598 1.38177 -3.59361 0.3 -1.4 0.6 0.267
H 1.69704 -0.30687 -3.73026 -1.0 1.7 0.4 0.246
H -0.14606 -1.58435 -1.05520 0.9 0.0 -0.8 0.248
H 0.96832 -2.04945 -2.42672 -1.1 1.6 1.2 0.261


19
Properties=species:S:1:pos:R:3:forces:R:3:mulliken_charge:R:1 method="wB97M-V/def2-TZVPD" homo_energy_ev=-5.4 relative_energy_ev=0.000 homo_lumo_gap_ev=9.053 charge=-1
Cl -17.60470 -19.37923 -23.42882 0.0 0.0 0.0 -0.825
O -21.10543 -20.50365 -19.77589 0.1 0.0 -0.2 -0.696
C -20.39276 -20.21510 -20.73667 -0.2 -0.1 0.3 0.615
N -19.04795 -20.13947 -20.64325 -0.3 0.1 0.2 -0.186
C -20.95594 -19.92527 -22.11013 0.4 -0.1 0.0 -0.894
H -18.66096 -20.32054 -19.73337 0.1 0.1 0.0 0.205
H -18.47770 -19.76965 -21.40345 0.1 -0.2 -0.2 0.048
H -20.98772 -18.84327 -22.23684 -0.1 0.0 -0.1 0.235
H -21.94805 -20.35047 -22.22119 -0.1 0.0 0.2 0.294
H -20.28054 -20.32688 -22.86678 0.0 0.2 -0.1 0.289
O -13.38208 -18.64480 -20.46868 -0.4 -0.2 -0.2 -0.698
C -14.45088 -18.69027 -21.08612 0.8 0.1 0.4 0.581
N -14.76939 -19.67387 -21.94482 -0.3 0.1 0.0 -0.187
C -15.48051 -17.60273 -20.89885 -0.5 -0.1 0.0 -0.648
H -15.64982 -19.63832 -22.46325 -0.1 -0.1 0.0 0.027
H -14.21289 -20.50931 -21.97440 0.2 0.1 0.0 0.201
H -15.28568 -16.76432 -21.56589 0.1 0.0 0.0 0.205
H -15.44524 -17.26062 -19.86689 0.2 0.1 0.0 0.273
H -16.49423 -17.95178 -21.10358 0.1 0.0 -0.2 0.161


17
Properties=species:S:1:pos:R:3:forces:R:3:mulliken_charge:R:1 method="wB97M-V/def2-TZVPD" homo_energy_ev=-9.4 smiles=CN(C)[C@@](C)(O)Cl relative_energy_ev=1.669 homo_lumo_gap_ev=10.162
C -1.21206 -0.72351 -1.54650 1.3 0.2 0.8 -1.090
C 0.76814 0.05460 1.57259 -1.9 0.7 0.8 -0.810
C 0.54751 1.12573 -0.58658 1.5 -0.3 0.4 -0.935
C -0.79274 -0.72343 -0.10575 -0.3 -0.5 0.8 0.162
N 0.37199 -0.12387 0.17916 0.3 0.2 -0.5 0.110
O -1.06724 -1.88327 0.52675 0.6 -0.8 -0.9 -0.489
Cl -2.22971 0.64342 0.88714 -0.4 -0.3 -0.3 -0.360
H -1.26630 0.32869 -1.77789 -0.3 0.0 -0.8 0.377
H -2.18519 -1.17926 -1.54445 -0.2 -0.4 -0.6 0.356
H -0.35634 -1.22529 -2.10056 -1.4 0.4 0.3 0.302
H 1.62738 0.70037 1.58212 -0.1 0.7 0.2 0.417
H -0.17876 0.46163 2.15953 2.2 -0.6 -1.0 0.277
H 1.16740 -0.80936 2.04822 -0.3 -1.2 0.1 0.271
H 0.74944 0.99351 -1.68369 -0.3 -0.1 1.2 0.258
H -0.38454 1.69053 -0.37821 0.9 0.5 -0.3 0.401
H 1.49603 1.46796 -0.09369 -1.2 0.8 -1.0 0.336
H -1.51076 -1.83890 1.36001 -0.4 0.7 0.8 0.417